1.
ORCA calculation (wB97M-V/def2-TZVPD) on the molecule C2H7O2P.

HOMO-LUMO gap	10.64	eV
E_tot	-572.1880	Eh

Each line ends with the Mulliken charge.
CARTESIAN COORDINATES (ANGSTROEM)
C (-0.661, -1.866, -0.099)  -0.967
P (0.638, -0.277, 0.184)  0.578
O (1.266, -0.351, 1.471)  -0.589
C (-0.145, 1.431, -0.286)  -0.514
O (-0.095, 2.370, 0.691)  -0.491
H (-0.931, -2.240, -1.120)  0.317
H (-0.274, -2.782, 0.347)  0.331
H (-1.488, -1.613, 0.569)  0.285
H (1.408, -0.164, -0.976)  0.051
H (0.572, 1.662, -1.013)  0.306
H (-1.104, 1.519, -0.779)  0.384
H (0.813, 2.310, 1.012)  0.308

Cartesian forces (eV/Å) of the 2 atoms listed first:
1.278 0.958 0.087
-4.381 -1.366 -3.558

2.
ORCA calculation (wB97M-V/def2-TZVPD) on the ion C2H7O2P2S with charge -1.

HOMO-LUMO gap	6.72	eV
net charge	-1
E_tot	-1311.7737	Eh

Each line ends with the Mulliken charge.
CARTESIAN COORDINATES (ANGSTROEM)
C (2.414, -0.372, 0.536)  -0.722
S (0.850, 0.239, -0.559)  -0.206
C (-0.645, -0.866, -1.155)  -0.705
P (-1.962, -0.634, -0.029)  0.707
O (-3.196, -1.503, -0.253)  -0.683
O (-1.409, -0.956, 1.428)  -0.514
P (-2.763, 1.401, 0.145)  -0.200
H (3.180, 0.281, 0.090)  0.243
H (2.525, -1.523, 0.457)  0.238
H (2.016, 0.095, 1.576)  0.195
H (-0.836, -0.713, -2.236)  0.282
H (-0.504, -0.690, 1.586)  0.281
H (-3.930, 0.926, 0.596)  0.028
H (-3.004, 0.975, -1.301)  0.057

Cartesian forces (eV/Å) of the 2 atoms listed first:
-3.148 -0.097 0.715
-0.798 -0.302 -0.544

3.
ORCA calculation (wB97M-V/def2-TZVPD) on a cluster of 2 separate species, C2H7O3P in total.

multiplicity	3
HOMO-LUMO gap (spin up / spin down)	7.92 / 7.76	eV
E_tot	-647.3547	Eh

Each line ends with the Mulliken spin population.
CARTESIAN COORDINATES (ANGSTROEM)
C (0.679, 0.109, 0.963)  0.814
C (1.765, -0.864, 0.683)  -0.012
O (-1.968, 0.639, 0.910)  0.159
O (-2.700, 2.128, -1.209)  0.023
O (-1.313, -1.291, -0.548)  0.085
P (-0.825, 0.114, 0.207)  0.796
H (1.028, 1.032, 1.309)  0.022
H (2.342, -1.131, 1.736)  0.074
H (2.610, -0.312, 0.176)  0.067
H (1.351, -1.808, 0.125)  -0.004
H (-2.254, 1.852, -0.228)  -0.008
H (-3.573, 1.658, -1.274)  -0.001
H (-0.884, -1.384, -1.374)  -0.014

Cartesian forces (eV/Å) of the 2 atoms listed first:
2.861 -1.963 0.817
0.899 -1.352 1.670

4.
ORCA calculation (wB97M-V/def2-TZVPD) on a cluster of 2 separate species, C2H7O3PS in total.

multiplicity	3
HOMO-LUMO gap (spin up / spin down)	3.77 / 4.35	eV
E_tot	-1045.3830	Eh

Each line ends with the Mulliken spin population.
CARTESIAN COORDINATES (ANGSTROEM)
C (1.289, 0.299, 1.760)  -0.004
C (-2.372, -1.014, -2.465)  0.596
O (1.212, 0.581, -0.822)  -0.016
O (0.046, -1.279, 0.194)  0.027
O (-2.002, -1.539, -1.473)  0.447
P (-1.455, 1.498, 0.146)  0.768
S (0.318, 0.332, 0.214)  0.122
H (0.453, 0.471, 2.547)  0.005
H (1.564, -0.790, 1.748)  0.004
H (2.006, 1.098, 1.870)  0.004
H (-3.045, -0.074, -2.430)  0.011
H (-2.225, -1.505, -3.426)  0.051
H (-0.691, -1.607, -0.463)  -0.014
H (-1.941, 0.511, 1.137)  -0.002

Cartesian forces (eV/Å) of the 2 atoms listed first:
-3.436 -0.810 1.173
-3.154 5.089 -6.555

no.,F_max (eV Å⁻¹)
1,5.81
2,3.23
3,5.45
4,9.12